(1)
Computed, not measured: C13H23BN6SiZr as an isolated structure in a non-equilibrium geometry, with ωB97M-V with the def2-TZVPD basis set.

ORCA input file:
```
! wB97M-V def2-TZVPD RIJCOSX def2/J DEFGRID3
* xyz 4 1
C 0.382 2.843 0.185
N 0.546 1.604 -0.334
N 0.720 1.544 -1.704
C 0.650 2.800 -2.059
C 0.441 3.600 -0.953
B 0.938 0.185 -2.535
N 2.079 -0.735 -1.982
N 2.202 -1.041 -0.629
C 3.291 -1.837 -0.450
C 3.881 -2.000 -1.701
C 3.102 -1.301 -2.628
Zr 0.570 -0.239 0.556
N -0.395 -0.634 -2.584
N -0.974 -1.101 -1.430
C -2.136 -1.729 -1.839
C -2.277 -1.607 -3.235
C -1.151 -0.919 -3.667
H -2.851 -2.221 -1.184
H -0.801 -0.585 -4.633
H -3.061 -1.945 -3.890
H 1.203 0.527 -3.631
H 3.182 -1.147 -3.678
H 0.760 2.959 -3.090
H 4.747 -2.549 -1.909
H 0.316 4.611 -0.890
H 3.555 -2.190 0.539
H 0.242 2.888 1.292
H -0.166 -2.007 0.576
C 0.457 -2.096 1.601
H 1.309 -2.842 1.328
H 1.094 -1.228 2.207
H -0.360 -2.317 2.412
C -2.055 -0.784 3.508
Si -1.164 0.588 2.584
C -2.508 1.593 1.723
C -0.303 1.628 3.894
H -2.579 -1.437 2.807
H -2.787 -0.332 4.184
H -1.346 -1.374 4.091
H -3.236 1.928 2.470
H -2.098 2.463 1.202
H -3.019 0.965 0.985
H -1.045 1.978 4.619
H 0.435 1.008 4.414
H 0.209 2.489 3.457
*
```

orbital gap (spin up / spin down): 0.1007 / 0.1030 Eh

(2)
Computed, not measured: a 9-piece molecular cluster, C15H48O9 overall in a non-equilibrium geometry, with ωB97M-V with the def2-TZVPD basis set.

ORCA input file:
```
! wB97M-V def2-TZVPD RIJCOSX def2/J DEFGRID3
* xyz 1 2
C -0.491 0.754 0.349
O -1.066 -0.536 0.068
H 0.559 0.470 0.422
H -0.656 1.496 -0.432
H -0.935 1.236 1.221
H -0.733 -0.846 -0.778
C -3.549 0.611 -2.541
O -4.888 0.129 -2.550
H -2.825 -0.093 -2.131
H -3.331 0.751 -3.599
H -3.572 1.597 -2.076
H -5.068 -0.766 -2.849
C -1.433 3.764 -2.382
O -0.544 4.769 -2.195
H -1.811 3.367 -1.440
H -2.271 4.116 -2.984
H -1.063 3.036 -3.104
H 0.349 4.422 -2.152
C 3.293 -0.492 -1.686
O 3.975 -0.841 -0.494
H 2.219 -0.372 -1.546
H 3.576 0.493 -2.058
H 3.536 -1.222 -2.458
H 3.951 -1.800 -0.479
C -4.765 0.725 0.789
O -4.701 1.307 2.051
H -5.249 1.483 0.172
H -3.744 0.537 0.458
H -5.267 -0.234 0.922
H -5.523 1.635 2.423
C 2.514 3.045 -0.694
O 2.106 3.937 -1.702
H 1.743 2.291 -0.538
H 3.346 2.468 -1.100
H 2.875 3.421 0.263
H 2.696 4.694 -1.729
C 0.926 -2.972 -3.609
C -0.330 -2.735 -2.826
C -0.305 -3.700 -1.624
O -0.137 -1.485 -2.311
H 0.826 -3.944 -4.091
H 1.852 -2.926 -3.035
H 1.060 -2.321 -4.473
H -1.328 -2.866 -3.243
H -0.547 -4.665 -2.069
H -1.045 -3.559 -0.836
H 0.650 -3.628 -1.104
H 0.283 -0.986 -3.015
C 0.240 -4.121 2.385
C -0.220 -2.775 1.891
C -0.709 -1.924 3.080
O 0.901 -2.263 1.261
H 0.819 -4.666 1.640
H -0.623 -4.692 2.727
H 0.922 -4.086 3.234
H -1.089 -2.956 1.260
H -1.491 -2.540 3.523
H -1.078 -0.931 2.824
H 0.077 -1.958 3.834
H 0.679 -1.600 0.602
C 1.231 2.217 4.111
C 2.641 1.656 3.728
C 2.709 0.855 2.429
O 3.326 2.894 3.607
H 0.687 2.708 3.305
H 1.226 2.786 5.041
H 0.662 1.317 4.347
H 3.029 1.104 4.584
H 2.240 1.446 1.643
H 2.083 -0.021 2.598
H 3.744 0.605 2.197
H 2.833 3.381 2.942
*
```

orbital gap (spin up / spin down): 0.3496 / 0.0998 Eh

(3)
Computed, not measured: one molecule with the formula C2H5Cl2P in a non-equilibrium geometry, with ωB97M-V with the def2-TZVPD basis set.

ORCA input file:
```
! wB97M-V def2-TZVPD RIJCOSX def2/J DEFGRID3
* xyz 0 1
C 0.478 -0.748 -1.320
C -0.667 0.052 -0.607
P -0.470 0.522 1.056
Cl 1.858 -0.927 -0.151
Cl 0.770 1.794 2.192
H 0.166 -1.733 -1.302
H 0.922 -0.333 -2.262
H -1.006 0.874 -1.098
H -0.455 -0.541 1.961
H -1.595 1.040 1.534
*
```

structure (SMILES): ClCC=[PH2]Cl
orbital gap: 0.3279 Eh

(4)
Computed, not measured: a 2-piece molecular cluster, C3H5N2 overall in a non-equilibrium geometry, with ωB97M-V with the def2-TZVPD basis set.

ORCA input file:
```
! wB97M-V def2-TZVPD RIJCOSX def2/J DEFGRID3
* xyz 1 1
C -1.338 -0.979 0.123
C -0.572 -0.045 -0.482
C -0.029 1.030 0.210
N 3.142 -0.395 -0.070
N 2.230 0.179 0.132
H -1.869 -1.591 -0.433
H -1.398 -0.993 1.152
H -0.669 -0.245 -1.576
H 0.232 1.929 -0.373
H 0.270 1.109 1.316
*
```

orbital gap: 0.3591 Eh

(5)
Computed, not measured: a 2-piece molecular cluster, C5H10NO3 overall in a non-equilibrium geometry, with ωB97M-V with the def2-TZVPD basis set.

ORCA input file:
```
! wB97M-V def2-TZVPD RIJCOSX def2/J DEFGRID3
* xyz -1 1
C -1.541 -0.247 -2.561
C -1.384 0.978 -1.564
O -1.437 0.679 -0.361
O -1.371 2.124 -2.080
H -1.833 0.334 -3.470
H -2.192 -1.017 -2.162
H -0.608 -0.691 -2.881
C 2.026 -0.147 1.122
C 1.476 1.269 0.943
C 1.096 -1.316 1.500
O 1.460 -2.407 1.903
N -0.230 -1.054 1.325
H 2.436 -0.391 0.122
H 2.711 -0.066 1.967
H 0.987 1.493 1.916
H 0.880 1.535 0.072
H -0.945 -1.641 1.762
H -0.584 -0.203 0.873
H 2.359 1.939 0.854
*
```

orbital gap: 0.3080 Eh

(6)
Computed, not measured: C19H15AuN6S as an isolated structure in a non-equilibrium geometry, with ωB97M-V with the def2-TZVPD basis set.

ORCA input file:
```
! wB97M-V def2-TZVPD RIJCOSX def2/J DEFGRID3
* xyz 2 1
Au 0.058 -0.340 -0.070
N -3.263 2.682 -0.062
C -2.180 1.924 -0.078
S -2.386 0.210 -0.270
N -1.010 2.525 0.033
N 0.099 1.854 0.079
C 1.274 2.437 0.022
C 1.478 3.865 -0.164
C 0.806 4.816 0.619
C 1.141 6.149 0.509
C 2.078 6.572 -0.433
C 2.709 5.638 -1.251
C 2.431 4.298 -1.108
C 2.437 1.581 0.194
C 3.645 2.114 0.652
C 4.725 1.275 0.867
C 4.588 -0.071 0.564
C 3.351 -0.526 0.126
N 2.298 0.260 -0.024
H -4.181 2.290 -0.208
H -3.172 3.684 0.033
H 0.104 4.490 1.370
H 0.700 6.872 1.178
H 2.312 7.621 -0.533
H 3.416 5.964 -1.998
H 2.897 3.571 -1.755
H 3.712 3.165 0.882
H 5.651 1.665 1.260
H 5.411 -0.758 0.679
H 3.227 -1.567 -0.126
N -3.908 -5.551 -0.075
C -2.882 -5.051 -0.058
C -1.586 -4.472 -0.038
C -0.457 -5.294 -0.016
C 0.788 -4.690 -0.003
C 0.851 -3.308 -0.010
N -0.226 -2.525 -0.028
C -1.430 -3.087 -0.044
H -0.563 -6.368 -0.014
H 1.693 -5.278 0.009
H 1.802 -2.804 -0.005
H -2.293 -2.437 -0.070
*
```

orbital gap (spin up / spin down): 0.1784 / 0.1784 Eh